(1)
{"formula": "C25H29Br39N4Si", "method": "ωB97M-V/def2-TZVPD", "energy_ha": -101864.3618, "homo_energy_ha": -0.316, "max_force_ev_per_a": 8.92, "species": ["C", "Si", "C", "C", "C", "N", "N", "C", "C", "C", "C", "C", "C", "C", "C", "N", "N", "H", "H", "H", "H", "H", "H", "H", "H", "H", "H", "H", "H", "H", "H", "H", "H", "C", "Br", "Br", "Br", "H", "C", "Br", "Br", "Br", "H", "C", "Br", "Br", "Br", "H", "C", "Br", "Br", "Br", "H", "C", "Br", "Br", "Br", "H", "C", "Br", "Br", "Br", "H", "C", "Br", "Br", "Br", "H", "C", "Br", "Br", "Br", "H", "C", "Br", "Br", "Br", "H", "C", "Br", "Br", "Br", "H", "C", "Br", "Br", "Br", "H", "C", "Br", "Br", "Br", "H", "C", "Br", "Br", "Br", "H"], "xyz": [[-0.54801, 1.48584, 1.00806], [-1.78236, 0.87395, -0.34111], [-3.35940, 0.23037, 0.63761], [-2.35394, 2.22194, -1.59167], [-1.07267, -0.74218, -1.21815], [-1.96611, -1.32167, -2.17042], [-1.51505, -2.41956, -2.72033], [-0.21905, -2.81355, -2.25386], [0.33694, -4.25241, -2.91507], [-0.37014, -5.43444, -1.96777], [-1.72931, -6.26309, -2.38612], [-2.31423, -7.35934, -1.31272], [-1.56307, -7.61693, 0.15584], [-0.19898, -6.81308, 0.58504], [0.40240, -5.70028, -0.50837], [0.69119, -2.20586, -1.32941], [0.23728, -1.10824, -0.78125], [-0.95599, 2.43809, 1.57874], [-0.47251, 0.62280, 1.82860], [0.53822, 1.61387, 0.58428], [-3.47936, 0.74064, 1.68611], [-3.18084, -0.93370, 0.82692], [-4.30093, 0.29931, -0.05473], [-1.43781, 2.49467, -2.26672], [-2.80555, 3.16892, -1.02206], [-3.26165, 1.81515, -2.25168], [0.00661, -4.36907, -4.03717], [1.50421, -4.33886, -2.85709], [-2.21030, -6.02159, -3.44190], [-3.31411, -7.93910, -1.59914], [-2.01527, -8.38661, 0.91271], [0.36962, -6.92805, 1.60840], [1.37719, -5.10656, -0.23679], [-3.90308, -5.74519, -6.77450], [-2.93120, -6.19719, -5.15114], [-3.01287, -6.42626, -8.36442], [-5.76197, -6.31183, -6.68695], [-3.90509, -4.65296, -6.85231], [-5.47570, 5.15033, -2.84522], [-5.77053, 3.54545, -1.78617], [-3.62282, 5.31095, -3.41548], [-6.70752, 5.26345, -4.34657], [-5.68527, 6.00574, -2.19455], [-3.06915, -1.23866, -6.11415], [-2.09728, -1.69066, -4.49079], [-2.17894, -1.91972, -7.70406], [-4.92805, -1.80530, -6.02659], [-3.07117, -0.14643, -6.19196], [3.54407, 3.46355, -0.12023], [4.14032, 4.32168, -1.76103], [2.70162, 1.74481, -0.46714], [4.98087, 3.31555, 1.18282], [2.77894, 4.11165, 0.31974], [3.37143, 6.29753, 3.77321], [3.07660, 4.69265, 4.83225], [5.22431, 6.45815, 3.20295], [2.13960, 6.41064, 2.27186], [3.16186, 7.15294, 4.42387], [4.90255, 0.79311, 5.93245], [4.58618, 1.63802, 4.20903], [6.31686, -0.53907, 5.83669], [5.23600, 2.10359, 7.33090], [3.98275, 0.26404, 6.20280], [-9.07643, -8.86259, -5.46555], [-10.88434, -9.45591, -5.06115], [-9.05262, -7.52406, -6.87691], [-8.14162, -8.25168, -3.87271], [-8.53065, -9.73400, -5.84211], [8.79119, 1.49948, 9.20622], [9.39283, -0.30419, 9.61719], [9.37302, 2.78032, 10.54975], [9.31112, 2.04511, 7.41284], [7.69657, 1.48489, 9.23124], [2.67426, 4.03629, 9.62365], [4.03882, 4.94814, 10.66799], [1.57023, 2.87774, 10.72955], [1.60129, 5.28467, 8.58705], [3.19631, 3.39256, 8.90804], [10.75466, -4.00345, 8.87687], [10.45982, -5.60833, 9.93592], [12.60753, -3.84283, 8.30662], [9.52283, -3.89033, 7.37553], [10.54508, -3.14804, 9.52754], [-9.45209, 6.27751, -7.04339], [-7.72514, 6.75276, -7.80228], [-10.90048, 7.30026, -7.84358], [-9.78117, 4.36246, -7.13571], [-9.41968, 6.54556, -5.98220], [-10.48866, 11.09232, -8.34218], [-8.63532, 10.65526, -8.73996], [-10.69771, 11.78338, -6.53583], [-11.25015, 12.29354, -9.66938], [-11.05598, 10.15720, -8.39440], [15.34408, -2.37473, 5.05013], [13.44890, -2.59598, 4.67135], [15.64303, -1.51492, 6.76930], [16.31278, -4.05527, 4.90311], [15.74734, -1.70509, 4.28332]], "forces_ev_per_a": [[0.8, -0.5, 1.1], [-1.1, 0.0, 1.1], [-0.1, -1.3, 0.0], [-0.7, 0.4, -0.7], [-0.5, 1.2, 0.3], [3.4, 1.1, 4.9], [5.8, -2.1, 6.5], [1.1, -2.1, -1.2], [-1.2, -0.1, 1.0], [-0.4, -2.1, 2.5], [2.6, -0.5, 4.4], [3.0, 2.2, 0.7], [1.7, 2.6, -2.3], [-2.0, 1.3, -4.5], [-3.6, -2.4, -0.8], [-3.0, -1.1, -2.4], [-3.3, -0.2, -2.1], [1.0, -1.8, -1.3], [-0.2, 1.8, -1.7], [-2.4, 0.1, 1.1], [0.0, -0.9, -2.2], [-0.5, 2.4, -0.2], [1.6, 0.0, 1.6], [-1.9, -0.2, 1.1], [1.3, -2.0, -1.2], [2.2, 0.8, 1.3], [0.4, 0.4, 2.3], [-2.4, 0.4, 0.1], [1.5, -0.4, 3.9], [2.5, 1.3, 0.8], [0.9, 1.6, -1.7], [-1.5, 0.0, -2.3], [-2.2, -1.2, -0.7], [-0.2, 0.3, -0.3], [-0.9, -0.1, -2.0], [-0.2, 0.1, 0.4], [0.6, 0.1, 0.0], [0.0, -0.4, 0.1], [-0.1, 0.2, 0.2], [0.0, 0.4, -0.3], [-0.5, -0.1, 0.1], [0.4, -0.1, 0.3], [0.1, -0.4, -0.3], [0.2, 1.0, -0.7], [-2.5, 0.5, -6.5], [-0.2, 0.0, 0.2], [0.5, 0.0, 0.0], [-0.2, -0.4, -0.2], [-0.2, 0.1, 0.0], [-0.1, -0.2, 0.4], [0.7, 0.4, -0.1], [-0.4, 0.0, -0.4], [0.4, -0.3, -0.2], [0.0, 0.2, 0.3], [0.0, 0.6, -0.4], [-0.5, 0.0, 0.2], [0.3, -0.1, 0.3], [0.1, -0.4, -0.3], [-0.2, -0.3, -0.2], [0.2, -0.5, 0.5], [-0.3, 0.4, 0.1], [0.0, -0.2, -0.3], [0.4, 0.3, -0.1], [0.1, -0.2, 0.0], [0.5, 0.2, -0.1], [-0.1, -0.3, 0.4], [-0.3, -0.1, -0.4], [-0.3, 0.4, 0.2], [-0.2, 0.1, -0.1], [-0.1, 0.4, -0.1], [-0.1, -0.3, -0.4], [-0.1, -0.2, 0.5], [0.5, 0.0, 0.0], [0.1, -0.1, -0.1], [-0.4, -0.2, -0.3], [0.3, 0.3, -0.3], [0.3, -0.3, 0.3], [-0.3, 0.3, 0.3], [0.0, 0.2, 0.1], [0.1, 0.4, -0.3], [-0.5, -0.1, 0.1], [0.3, -0.1, 0.3], [0.1, -0.4, -0.3], [0.1, 0.0, 0.2], [-0.5, -0.2, 0.2], [0.3, -0.3, 0.1], [0.1, 0.5, 0.0], [0.0, -0.1, -0.5], [-0.1, -0.2, 0.0], [-0.5, 0.2, 0.1], [0.1, -0.2, -0.5], [0.2, -0.3, 0.4], [0.3, 0.4, 0.0], [0.1, 0.1, -0.2], [0.5, 0.0, 0.1], [-0.1, -0.3, -0.4], [-0.3, 0.4, 0.1], [-0.2, -0.3, 0.4]]}



(2)
{"formula": "C25H29ClF6N3O2SiTi", "method": "ωB97M-V/def2-TZVPD", "charge": 1, "energy_ha": -3483.0761, "homo_energy_ha": -0.425, "max_force_ev_per_a": 0.97, "species": ["Ti", "C", "C", "C", "C", "C", "C", "C", "H", "H", "H", "H", "H", "H", "H", "H", "C", "Si", "C", "C", "N", "C", "C", "C", "C", "C", "C", "F", "H", "H", "H", "H", "H", "H", "H", "H", "H", "H", "H", "H", "H", "O", "C", "N", "C", "O", "C", "C", "C", "C", "N", "C", "H", "H", "H", "H", "H", "H", "H", "H", "F", "C", "F", "C", "F", "F", "F", "Cl"], "xyz": [[-0.54607, 0.56308, -0.36635], [4.03800, -2.41797, -0.98481], [3.26930, -1.38494, -0.20490], [2.74270, -1.69723, 1.05817], [2.05992, -0.75844, 1.80369], [1.82924, 0.51747, 1.28428], [2.32047, 0.83551, 0.02034], [3.07034, -0.10501, -0.69232], [4.24405, -2.07599, -1.99850], [3.48386, -3.35813, -1.03789], [4.99403, -2.62763, -0.50122], [2.90406, -2.69110, 1.46262], [1.70239, -1.00860, 2.79428], [1.38384, 1.27792, 1.90756], [2.26716, 1.85192, -0.35155], [3.50165, 0.17162, -1.64779], [0.39288, 3.99944, 0.98087], [-1.06458, 3.13964, 1.74107], [-2.63968, 4.03043, 1.32414], [-0.71711, 3.03730, 3.56731], [-1.17782, 1.41051, 1.17087], [-2.00449, 0.56019, 1.96086], [-3.11352, 0.95688, 2.70958], [-3.86768, 0.02970, 3.41381], [-3.54296, -1.31850, 3.39697], [-2.45015, -1.74771, 2.65620], [-1.73711, -0.79800, 1.98113], [-0.65793, -1.18198, 1.20223], [0.62309, 4.84253, 1.64241], [0.18298, 4.40526, -0.00730], [1.29766, 3.39019, 0.92594], [-2.42282, 4.84858, 0.63279], [-3.10015, 4.45847, 2.21875], [-3.36588, 3.37679, 0.83851], [-1.02633, 3.96733, 4.05479], [0.35744, 2.92419, 3.73672], [-1.22871, 2.21554, 4.06761], [-3.40146, 1.99996, 2.73184], [-4.72472, 0.37157, 3.97917], [-4.13514, -2.03545, 3.94838], [-2.16137, -2.78918, 2.59839], [-2.41624, -4.36754, -0.89995], [-1.78743, -4.89702, -2.04817], [-0.48865, -5.46980, -1.77818], [0.66061, -4.75590, -1.65534], [1.69126, -5.20694, -1.20011], [0.65642, -3.33086, -2.14575], [1.28800, -2.98152, -3.33048], [1.43341, -1.63912, -3.63450], [0.97027, -0.70429, -2.73618], [0.32641, -1.03257, -1.60643], [0.15933, -2.33348, -1.33330], [-2.85561, -5.07172, -0.41144], [-1.65875, -4.06164, -2.72874], [-2.40125, -5.65072, -2.53635], [-0.44735, -6.38893, -1.35975], [1.67378, -3.74862, -3.99162], [1.92211, -1.31343, -4.54232], [1.13324, 0.34781, -2.92375], [-0.37886, -2.59015, -0.43328], [0.58749, 2.74389, -1.76835], [-0.62844, 2.09432, -1.81472], [-1.55357, 2.96742, -1.31352], [-0.96861, 1.92497, -3.34927], [-1.45722, 0.71355, -3.62417], [0.14660, 2.07739, -4.07974], [-1.85595, 2.83217, -3.73680], [-2.50359, -0.21191, -0.97231]], "forces_ev_per_a": [[-0.3, -0.3, 0.4], [0.0, 0.0, 0.1], [0.0, -0.1, 0.0], [0.0, -0.1, 0.0], [-0.1, -0.1, 0.0], [0.2, 0.0, 0.0], [0.3, 0.1, 0.1], [-0.1, 0.0, -0.1], [0.0, 0.0, 0.0], [0.0, 0.0, 0.0], [0.0, 0.0, 0.0], [0.0, 0.0, 0.0], [0.0, 0.0, 0.0], [-0.1, 0.0, 0.0], [-0.1, 0.0, 0.0], [0.0, 0.0, 0.0], [0.1, 0.1, -0.2], [0.2, -0.1, 0.1], [-0.2, 0.1, 0.0], [0.0, 0.0, 0.2], [-0.3, -0.2, 0.2], [0.0, 0.1, 0.1], [0.0, 0.2, -0.1], [0.0, 0.0, 0.0], [0.0, 0.0, 0.0], [0.0, -0.2, 0.1], [0.0, 0.1, 0.1], [0.0, -0.1, -0.1], [0.0, -0.1, 0.0], [0.1, 0.0, 0.0], [0.0, 0.1, 0.0], [0.0, 0.0, 0.0], [0.0, 0.0, -0.1], [0.0, 0.0, 0.0], [0.0, 0.0, 0.0], [0.0, 0.0, 0.0], [0.0, 0.0, 0.0], [0.0, -0.1, 0.0], [0.0, 0.0, 0.0], [0.0, 0.0, 0.0], [0.0, 0.0, 0.0], [0.0, 0.0, 0.0], [0.1, 0.0, 0.1], [-0.1, 0.1, 0.1], [0.0, 0.0, 0.0], [-0.1, 0.0, 0.0], [0.0, -0.1, 0.0], [0.1, -0.1, 0.0], [0.1, -0.1, -0.1], [-0.1, 0.1, 0.1], [0.1, -0.3, -0.1], [0.0, 0.1, 0.1], [0.0, 0.0, 0.0], [0.0, 0.0, -0.1], [-0.1, -0.1, 0.0], [0.0, 0.0, -0.1], [0.0, 0.0, 0.0], [0.0, 0.0, 0.0], [0.0, 0.0, 0.0], [0.0, 0.0, 0.0], [0.0, 0.0, 0.0], [-0.1, 0.5, -0.8], [0.0, 0.0, 0.0], [0.1, 0.2, 0.2], [0.0, 0.0, 0.0], [-0.1, 0.0, 0.0], [0.1, -0.1, 0.0], [-0.1, 0.0, -0.2]]}